Record 1
Computed, not measured: C4H8O in the gas phase, with ωB97M-V/def2-TZVPD.

Summary:
- spin multiplicity = 1
- molecular weight (g mol⁻¹) = 72.1
- ΔE to the lowest compared entry with this formula, charge and spin (kJ/mol) = 178.61
- Kohn-Sham gap (eV) = 9.94
- E_LUMO (hartree) = 0.0368
- F_max (eV/Å) = 3.9
- E_HOMO (eV) = -8.94
- SMILES = C=C(C)OC

Element x y z (Å)
C 1.062 1.326 -0.176
C 0.538 0.099 0.216
C 1.103 -1.252 -0.110
O -0.758 0.111 0.715
C -1.736 -0.105 -0.354
H 2.098 1.512 -0.392
H 0.396 2.192 -0.289
H 0.401 -1.945 -0.609
H 1.508 -1.576 0.844
H 1.986 -1.151 -0.755
H -1.535 -0.970 -0.986
H -2.798 -0.162 0.078
H -1.793 0.801 -1.068

---

Record 2
Computed, not measured: C4H8O as an isolated structure, with ωB97M-V/def2-TZVPD.

Summary:
- spin multiplicity = 1
- molecular weight (g mol⁻¹) = 72.1
- ΔE to the lowest compared entry with this formula, charge and spin (kJ/mol) = 726.48
- Kohn-Sham gap (eV) = 10.50
- E_LUMO (hartree) = 0.0276
- F_max (eV/Å) = 6.7
- E_HOMO (eV) = -9.74

Element x y z (Å)
C 0.507 -0.632 -1.027
C -0.844 -0.819 -0.381
C -0.532 -0.338 1.074
C 1.151 0.761 -0.186
H 0.519 -0.432 -2.160
H 1.249 -1.552 -0.795
H -1.085 -1.844 -0.359
H -1.747 -0.276 -0.852
H -1.545 -0.370 1.987
H 0.585 -0.943 1.581
H 2.100 0.407 0.865
H 1.610 1.722 -1.052
O -0.423 1.182 0.489

---

Q: Which of these has the highest F_max?
A: number 2

---

Q: Kohn-Sham gap of number 2 (C4H8O)?
A: 10.50 eV

---

Q: E_HOMO of number 1 (C4H8O)?
A: -8.94 eV